The following is a quantum chemistry calculation of 2 unconnected molecules or ions with the total composition C2H3NOS2 in a non-equilibrium geometry, from the Open Molecules 2025 dataset.

Values from the calculation:
- LUMO (eV) = 0.107
- energy relative to the best compared isomer or geometry (same formula, charge and spin) (kcal per mole) = 67.2
- HOMO (Eh) = -0.3245
- molecular weight (g mol⁻¹) = 121.19
- gap between HOMO and LUMO (eV) = 8.937

```
9
Properties=species:S:1:pos:R:3:lowdin_charge:R:1
C -0.28478 -1.03841 1.68593 -0.509
C -0.14878 0.80854 -1.03778 -0.995
N -0.13124 -2.19488 1.52630 0.180
O -0.42926 0.07110 1.96329 0.126
S 0.78615 2.05887 -0.28169 0.601
S 0.62908 -0.65393 -1.17543 0.650
H -0.43829 2.85042 -0.19830 -0.054
H 0.19289 -2.99164 2.05234 0.101
H 1.75501 -0.59108 -0.36425 -0.100
```

The following is a quantum chemistry calculation of a single C2H3NOS2 molecule in a non-equilibrium geometry, from the Open Molecules 2025 dataset.

Values from the calculation:
- LUMO (alpha / beta) (eV) = -3.364 / -3.733
- energy relative to the best compared isomer or geometry (same formula, charge and spin) (kcal per mole) = 146.6
- HOMO (alpha / beta) (Eh) = -0.3386 / -0.3290
- molecular weight (g mol⁻¹) = 121.19
- gap between HOMO and LUMO (alpha / beta) (eV) = 5.852 / 5.220

```
9
Properties=species:S:1:pos:R:3:lowdin_charge:R:1
C 0.21122 0.59034 -0.30823 -0.175
C 0.84764 -0.68234 0.12751 -0.660
N -1.06041 0.83828 -0.26596 -0.685
O -1.58867 1.99216 -0.36469 -0.116
S 0.23647 -2.34882 -0.30796 0.613
S -2.18629 -0.34676 0.27811 0.755
H 0.80123 1.42102 -0.35226 0.106
H 1.98496 -0.86978 -0.00567 0.100
H 0.75385 -0.59409 1.19914 0.064
```

- molecular weight of number 1 (C2H3NOS2)?
  121.19 g mol⁻¹